1) Entry from OMol25: one molecule with the formula C6H6 (ωB97M-V/def2-TZVPD).

```
12
C6H6, DFT ωB97M-V/def2-TZVPD
C 1.203 2.110 0.292
C 0.439 0.838 0.290
C -0.196 0.012 1.079
C -0.879 -1.083 1.217
C -1.148 -1.831 0.205
C -1.170 -2.240 -1.049
H 2.202 1.920 -0.118
H 1.296 2.561 1.279
H 0.710 2.815 -0.388
H -1.946 -1.907 -1.732
H -0.368 -2.853 -1.451
H 0.319 0.349 -0.696
```

Summary:
orbital gap: 8.69 eV
lowest unoccupied orbital energy: 0.03 eV
spin multiplicity: 1
HOMO energy: -8.66 eV
SMILES: C=C=C=C=CC

***

2) Entry from OMol25: one molecule with the formula C6H6 (ωB97M-V/def2-TZVPD).

```
12
C6H6, DFT ωB97M-V/def2-TZVPD
C 0.606 1.228 -0.910
C -0.090 0.144 -0.133
C -1.393 0.360 0.413
C -2.518 0.527 0.808
C 0.444 -1.053 -0.043
C 1.199 -1.950 0.512
H 0.166 1.256 -1.909
H 0.475 2.206 -0.439
H 1.676 1.012 -1.001
H 1.529 -1.414 1.394
H -3.539 0.656 1.084
H 1.445 -2.971 0.224
```

Summary:
orbital gap: 9.59 eV
lowest unoccupied orbital energy: 0.78 eV
spin multiplicity: 1
HOMO energy: -8.81 eV
SMILES: C#CC(C)=C=C

***

Most stable one: 2), least stable one: 1).

***

1) Entry from OMol25: one molecule with the formula C6H6 (ωB97M-V/def2-TZVPD).

```
12
C6H6, DFT ωB97M-V/def2-TZVPD
C 1.606 1.957 -1.123
C 0.613 0.948 -0.763
C -0.156 0.052 -0.496
C -1.026 -1.023 -0.208
C -1.079 -1.660 1.040
C -0.640 -2.262 2.095
H 2.080 2.383 -0.233
H 2.389 1.488 -1.731
H 1.164 2.771 -1.707
H -1.766 -1.300 -0.956
H -2.152 -1.203 0.982
H -1.034 -2.149 3.102
```

Summary:
orbital gap (spin up / spin down): 7.01 / 7.85 eV
lowest unoccupied orbital energy (spin up / spin down): -0.46 / -0.40 eV
spin multiplicity: 1
HOMO energy (spin up / spin down): -7.47 / -8.25 eV

***

2) Entry from OMol25: one molecule with the formula C6H6 (ωB97M-V/def2-TZVPD).

```
12
C6H6, DFT ωB97M-V/def2-TZVPD
C -2.447 0.712 0.080
C -1.239 -0.070 -0.181
C -0.209 -0.662 -0.380
C 1.137 -1.219 -0.581
C 2.133 -0.158 -0.357
C 2.874 0.767 -0.152
H -2.655 0.756 1.154
H -2.311 1.738 -0.278
H -3.322 0.290 -0.422
H 1.241 -1.626 -1.595
H 1.317 -2.053 0.109
H 3.514 1.599 0.037
```

Summary:
orbital gap: 10.59 eV
lowest unoccupied orbital energy: 1.00 eV
spin multiplicity: 1
HOMO energy: -9.59 eV
SMILES: C#CCC#CC

***

Most stable one: 2), least stable one: 1).

***

1) Entry from OMol25: a 7-piece molecular cluster, H14O7 overall (ωB97M-V/def2-TZVPD).

```
21
H14O7, DFT ωB97M-V/def2-TZVPD
H 0.390 1.191 0.082
H -0.114 0.374 -1.096
H -0.608 2.876 2.396
H -1.063 3.101 0.964
H 2.420 1.534 0.631
H 2.357 0.353 -0.323
H -2.789 -0.327 1.722
H -3.885 -0.748 2.687
H -0.258 -1.499 -2.923
H 0.838 -0.718 -3.629
H 0.759 -3.421 -3.665
H -0.706 -3.109 -3.923
H 0.850 -0.384 3.234
H 1.800 0.587 3.914
O 0.500 1.081 -0.869
O -1.110 2.463 1.684
O 2.645 0.600 0.563
O -3.605 -0.014 2.128
O -0.120 -0.772 -3.540
O -0.046 -3.132 -3.221
O 1.748 -0.038 3.182
```

Summary:
orbital gap: 10.75 eV
lowest unoccupied orbital energy: 0.31 eV
spin multiplicity: 1
HOMO energy: -10.44 eV
SMILES: O.O.O.O.O.O.O

***

2) Entry from OMol25: a 7-piece molecular cluster, H14O7 overall (ωB97M-V/def2-TZVPD).

```
21
H14O7, DFT ωB97M-V/def2-TZVPD
O -1.793 2.768 0.745
H -1.918 3.695 0.786
H -0.918 2.608 1.116
O -1.661 -2.107 0.883
H -1.384 -1.181 0.942
H -2.445 -2.091 0.410
O 1.611 2.317 0.782
H 2.280 1.804 0.415
H 1.916 3.008 1.334
O 0.300 0.125 0.144
H 0.851 -0.704 0.304
H 0.830 0.902 0.461
O -1.239 1.458 -2.065
H -0.718 1.241 -1.334
H -1.897 0.761 -2.112
O 1.701 -2.305 0.384
H 1.428 -3.188 0.708
H 2.590 -2.281 0.706
O 0.301 -2.060 -1.801
H 0.689 -2.259 -0.952
H -0.521 -2.514 -1.847
```

Summary:
orbital gap: 9.97 eV
lowest unoccupied orbital energy: -0.02 eV
spin multiplicity: 1
HOMO energy: -9.99 eV
SMILES: O.O.O.O.O.O.O

***

3) Entry from OMol25: a 7-piece molecular cluster, H14O7 overall (ωB97M-V/def2-TZVPD).

```
21
H14O7, DFT ωB97M-V/def2-TZVPD
H 2.297 1.942 -1.490
H 1.255 1.079 -2.287
H 1.545 -1.058 -1.373
H 2.772 -0.607 -2.209
H 0.848 2.454 -0.037
H 1.025 1.326 0.975
H -3.350 -0.972 1.058
H -1.936 -0.391 0.773
H -0.349 -3.075 2.354
H -1.425 -2.176 1.693
H -0.084 -0.288 -0.138
H 0.460 -1.209 1.024
H -2.141 1.705 -0.335
H -0.828 1.379 0.293
O 1.375 1.880 -1.728
O 1.839 -0.840 -2.296
O 0.539 2.140 0.847
O -2.458 -0.974 1.347
O -0.582 -2.654 1.519
O 0.717 -0.623 0.273
O -1.519 0.959 -0.264
```

Summary:
orbital gap: 11.80 eV
lowest unoccupied orbital energy: 0.54 eV
spin multiplicity: 1
HOMO energy: -11.26 eV
SMILES: O.O.O.O.O.O.O

***

4) Entry from OMol25: a 7-piece molecular cluster, H14O7 overall (ωB97M-V/def2-TZVPD).

```
21
H14O7, DFT ωB97M-V/def2-TZVPD
H -1.084 -0.949 0.472
H -1.043 -2.056 -0.544
H 0.391 2.051 0.931
H 0.214 2.336 2.381
H 1.313 0.334 -1.363
H 1.662 1.728 -0.858
H 2.084 -2.289 -1.474
H 2.909 -1.022 -0.872
H -5.475 -0.949 0.452
H -6.957 -0.435 0.125
H 3.152 -2.089 1.700
H 2.388 -0.898 1.238
H 0.159 2.325 -2.200
H -1.291 1.922 -2.243
O -0.570 -1.388 -0.192
O 0.427 2.831 1.531
O 1.296 0.866 -0.605
O 2.986 -1.904 -1.234
O -6.469 -1.174 0.484
O 3.102 -1.160 1.918
O -0.576 1.928 -1.619
```

Summary:
orbital gap: 10.90 eV
lowest unoccupied orbital energy: -0.14 eV
spin multiplicity: 1
HOMO energy: -11.03 eV
SMILES: O.O.O.O.O.O.O

***

Most stable one: 3), least stable one: 4).

***

1) Entry from OMol25: a 7-piece molecular cluster, H14O7 overall (ωB97M-V/def2-TZVPD).

```
21
H14O7, DFT ωB97M-V/def2-TZVPD
H -0.944 2.048 -2.035
H 0.045 0.808 -1.703
H -1.365 1.324 0.124
H -1.041 0.678 1.481
H 2.138 0.692 -0.540
H 1.441 1.958 -0.164
H 1.059 0.085 2.916
H 1.212 0.614 1.425
H -0.544 -1.979 0.068
H 0.540 -1.536 1.011
H -2.814 -1.941 0.662
H -2.222 -0.590 0.202
H 1.581 -0.894 -2.518
H 0.946 -1.264 -1.064
O -0.310 1.667 -1.334
O -1.782 0.899 0.880
O 2.140 1.360 0.155
O 0.603 0.108 2.060
O 0.436 -2.020 0.153
O -2.363 -1.527 -0.094
O 1.242 -0.489 -1.684
```

Summary:
orbital gap: 11.52 eV
lowest unoccupied orbital energy: 0.44 eV
spin multiplicity: 1
HOMO energy: -11.07 eV
SMILES: O.O.O.O.O.O.O

***

2) Entry from OMol25: a 7-piece molecular cluster, H14O7 overall (ωB97M-V/def2-TZVPD).

```
21
H14O7, DFT ωB97M-V/def2-TZVPD
O 0.197 4.120 2.273
H 0.309 3.195 2.492
H 0.919 4.562 2.720
O 1.841 2.907 -2.292
H 1.783 2.231 -1.616
H 2.411 2.530 -2.961
O 0.179 -0.034 0.237
H -0.622 -0.489 -0.023
H -0.042 0.382 1.071
O -2.946 -4.213 -1.435
H -3.535 -4.200 -2.189
H -2.879 -3.297 -1.166
O 1.421 1.216 3.857
H 2.373 1.143 3.789
H 1.225 0.965 4.759
O -2.927 -0.840 -1.914
H -3.858 -0.641 -1.819
H -2.710 -0.553 -2.801
O 2.273 -3.098 -1.370
H 1.785 -2.398 -0.935
H 2.803 -3.488 -0.675
```

Summary:
orbital gap: 11.52 eV
lowest unoccupied orbital energy: 0.29 eV
spin multiplicity: 1
HOMO energy: -11.23 eV
SMILES: O.O.O.O.O.O.O

***

Most stable one: 1), least stable one: 2).